Density functional theory data (wB97M-V/def2-TZVPD) for a molecular structure, CH15NO5 in a non-equilibrium geometry.

Net charge   0
ΔE to the lowest compared entry with this formula, charge and spin   248.2 kcal/mol
Largest force on an atom   3.70 eV Å⁻¹
Molecular weight   121.13 g/mol

Positions of all 22 atoms, in Å:
O: 1.54 1.45 -1.61
O: -1.83 -2.55 0.78
O: -0.25 2.26 -0.04
O: -2.78 1.64 -0.38
O: -1.05 -1.73 -1.29
N: 1.10 -0.64 0.40
C: 0.47 -0.28 1.67
H: -1.01 -2.35 -2.05
H: 1.63 1.88 -2.46
H: 0.72 1.81 -1.06
H: 4.00 -0.60 0.10
H: -2.69 1.17 -1.24
H: -0.09 0.65 1.60
H: 1.19 0.19 -0.17
H: 3.72 -0.63 0.78
H: -2.77 -2.56 0.81
H: 0.42 -1.22 -0.07
H: -1.47 -2.14 -0.17
H: -0.01 3.20 0.04
H: 1.22 -0.18 2.51
H: -1.77 1.66 -0.12
H: -0.29 -1.06 1.97